(1)
Computed, not measured: a cluster of 2 separate species, C3H8N2O2 in total in a non-equilibrium geometry, with wB97M-V/def2-TZVPD.

orbital gap: 8.9 eV
ΔE to the lowest compared entry with this formula, charge and spin: 167.6 kcal/mol
highest occupied orbital energy: -8.99 eV

```
! wB97M-V def2-TZVPD RIJCOSX def2/J DEFGRID3
* xyz 0 1
C -0.546 -0.083 -0.037
C 0.049 -0.588 -1.399
C 0.299 1.591 1.536
N 0.139 1.144 0.357
N 0.206 -1.998 -1.542
O 0.582 1.828 -0.603
O -0.396 0.488 3.031
H -1.655 0.108 -0.252
H -0.501 -0.839 0.814
H -0.574 -0.128 -2.156
H 1.005 -0.132 -1.602
H 0.996 2.308 1.912
H 0.428 -2.320 -2.576
H 0.956 -2.513 -1.036
H -0.988 1.134 3.552
*
```

=====

(2)
Computed, not measured: a structure of composition C40H56BFN7OS3SbSe4Ti in a non-equilibrium geometry, with wB97M-V/def2-TZVPD.

orbital gap (spin up / spin down): 4.2 / 4.2 eV
ΔE to the lowest compared entry with this formula, charge and spin: 25.8 kcal/mol
highest occupied orbital energy (spin up / spin down): -0.72 / -0.73 eV

```
! wB97M-V def2-TZVPD RIJCOSX def2/J DEFGRID3
* xyz -2 1
Ti 1.223 -0.136 1.835
C 3.386 2.162 -2.574
C 2.307 1.123 -2.622
C 2.193 0.265 -3.731
C 1.347 -0.838 -3.612
N 0.487 -0.991 -2.630
N 0.411 0.027 -1.700
B -0.669 0.020 -0.820
N -1.267 1.279 -0.309
N -1.281 2.280 -1.171
C -1.867 3.403 -0.853
C -2.528 3.568 0.376
C -2.419 2.584 1.307
C -2.951 2.750 2.693
C -1.701 1.410 0.962
S -1.266 0.189 2.095
C -1.783 4.466 -1.947
C -0.307 4.653 -2.322
C -2.367 5.804 -1.495
C -2.559 3.963 -3.171
N -1.446 -1.263 -0.709
N -2.610 -1.270 -1.384
C -3.313 -2.361 -1.406
C -2.892 -3.522 -0.702
C -1.720 -3.533 -0.024
C -1.253 -4.709 0.767
C -0.923 -2.332 -0.070
S 0.581 -2.306 0.680
C -4.608 -2.350 -2.205
C -4.555 -3.468 -3.255
C -4.796 -1.011 -2.914
C -5.789 -2.590 -1.255
C 1.465 0.948 -1.548
S 1.679 1.675 0.029
C 1.327 -1.948 -4.665
C 0.732 -1.371 -5.956
C 0.468 -3.126 -4.203
C 2.746 -2.458 -4.941
H 4.144 1.967 -3.336
H 3.855 2.179 -1.589
H 2.972 3.160 -2.743
H 2.846 0.383 -4.586
H -3.051 4.482 0.618
H -3.501 3.687 2.786
H -2.128 2.743 3.409
H -3.600 1.917 2.965
H 0.273 4.991 -1.460
H -0.216 5.397 -3.118
H 0.124 3.712 -2.662
H -1.847 6.192 -0.615
H -3.432 5.724 -1.260
H -2.259 6.535 -2.298
H -2.158 3.005 -3.502
H -2.482 4.683 -3.990
H -3.618 3.825 -2.932
H -3.530 -4.398 -0.678
H -2.061 -5.430 0.895
H -0.879 -4.407 1.748
H -0.415 -5.197 0.262
H -3.705 -3.324 -3.926
H -5.470 -3.463 -3.853
H -4.459 -4.453 -2.795
H -3.974 -0.810 -3.601
H -4.830 -0.187 -2.201
H -5.733 -1.031 -3.478
H -5.689 -3.534 -0.716
H -6.724 -2.622 -1.821
H -5.858 -1.787 -0.519
H -0.275 -0.990 -5.770
H 0.674 -2.146 -6.727
H 1.340 -0.548 -6.337
H -0.562 -2.814 -4.025
H 0.847 -3.544 -3.270
H 0.478 -3.905 -4.972
H 3.399 -1.664 -5.303
H 2.718 -3.249 -5.698
H 3.187 -2.875 -4.034
O 1.378 1.605 2.901
C 1.331 2.049 4.071
C 2.439 2.948 4.546
C 3.392 2.212 5.503
C 2.867 2.145 6.936
C 1.577 1.348 7.059
C 0.387 1.978 6.349
N 0.366 1.707 4.910
H 2.023 3.827 5.047
H 2.962 3.274 3.650
H 4.354 2.730 5.486
H 3.569 1.197 5.135
H 2.716 3.169 7.306
H 3.624 1.676 7.569
H 1.320 1.173 8.105
H 1.739 0.357 6.641
H 0.369 3.065 6.496
H -0.535 1.561 6.749
H -0.247 0.968 4.581
F 3.940 -4.479 -1.580
C 3.867 -3.459 -0.677
C 3.884 -2.159 -1.140
C 3.801 -1.130 -0.219
C 3.669 -1.376 1.157
C 3.405 -0.259 2.086
C 3.685 -2.715 1.576
C 3.787 -3.758 0.666
H 3.947 -1.957 -2.202
H 3.808 -0.105 -0.567
H 3.793 0.686 1.709
H 3.752 -0.451 3.095
H 3.590 -2.940 2.631
H 3.769 -4.789 0.996
Se 2.954 -2.699 6.778
Sb 0.733 -2.804 5.773
Se 1.027 -1.332 3.667
Se 0.047 -4.932 4.833
Se -0.974 -1.518 6.958
*
```

=====

(3)
Computed, not measured: the molecule C2H4N2O3S, with wB97M-V/def2-TZVPD.

SMILES string: O=CONC(=S)NO
orbital gap: 9.6 eV
ΔE to the lowest compared entry with this formula, charge and spin: 70.0 kcal/mol
highest occupied orbital energy: -8.98 eV

```
! wB97M-V def2-TZVPD RIJCOSX def2/J DEFGRID3
* xyz 0 1
O -2.929 -0.727 -0.506
C -2.651 0.390 -0.191
O -1.493 0.754 0.412
N -0.624 -0.338 0.648
C 0.663 -0.120 0.173
S 1.719 -1.394 -0.056
N 1.012 1.150 0.006
O 2.281 1.516 -0.332
H -3.272 1.260 -0.302
H -1.040 -1.198 0.301
H 0.409 1.935 0.200
H 2.740 0.650 -0.367
*
```

=====

(4)
Computed, not measured: a structure of composition C12H33Br2MnN3O3 in a non-equilibrium geometry, with wB97M-V/def2-TZVPD.

expectation value of S²: 12.008
orbital gap (spin up / spin down): 8.9 / 4.6 eV
ΔE to the lowest compared entry with this formula, charge and spin: 0.0 kcal/mol
highest occupied orbital energy (spin up / spin down): -11.44 / -11.98 eV

```
! wB97M-V def2-TZVPD RIJCOSX def2/J DEFGRID3
* xyz 1 7
Mn -1.416 -1.100 0.087
Br -3.610 0.481 -0.001
Br -2.462 -3.381 0.523
C -2.487 -0.096 4.048
C -1.356 0.360 3.051
C -0.137 1.070 3.719
O 0.294 2.061 2.836
C 1.627 2.588 3.141
N -0.891 -0.766 2.286
H -3.080 -0.783 3.443
H -3.136 0.613 4.561
H -1.944 -0.623 4.832
H -1.720 1.124 2.365
H 0.683 0.421 4.028
H -0.459 1.616 4.606
H 1.748 3.042 4.125
H 1.951 3.385 2.472
H 2.300 1.738 3.036
H -1.293 -1.382 2.978
H 0.097 -0.838 2.483
C -0.723 2.058 -1.968
C 0.391 1.308 -1.212
C 1.555 2.181 -0.761
O 1.827 3.088 -1.779
C 2.612 2.519 -2.860
N -0.186 0.754 0.009
H -0.384 2.625 -2.835
H -1.245 2.863 -1.449
H -1.540 1.406 -2.279
H 0.768 0.519 -1.864
H 2.432 1.588 -0.498
H 1.270 2.727 0.138
H 3.262 3.261 -3.323
H 1.945 2.057 -3.587
H 3.365 1.774 -2.603
H 0.557 0.569 0.668
H -0.646 1.437 0.594
C 1.932 -3.633 -1.617
C 0.909 -2.461 -1.520
C -0.388 -2.621 -2.305
O -1.185 -1.336 -2.191
C -2.270 -1.250 -3.144
N 0.503 -2.350 -0.186
H 1.331 -4.518 -1.409
H 2.805 -3.416 -1.001
H 2.309 -3.802 -2.625
H 1.486 -1.551 -1.688
H -0.955 -3.539 -2.144
H -0.253 -2.752 -3.379
H -2.958 -0.411 -3.037
H -2.977 -2.079 -3.143
H -1.782 -1.058 -4.099
H 1.322 -2.212 0.389
H 0.202 -3.274 0.090
*
```

=====

(5)
Computed, not measured: the molecule C17H21O2P, with wB97M-V/def2-TZVPD.

SMILES string: CCCCCOP(=O)(c1ccccc1)c1ccccc1
orbital gap: 10.4 eV
ΔE to the lowest compared entry with this formula, charge and spin: 3.3 kcal/mol
highest occupied orbital energy: -9.64 eV

```
! wB97M-V def2-TZVPD RIJCOSX def2/J DEFGRID3
* xyz 0 1
C -4.296 -1.948 1.570
C -3.842 -0.559 1.139
C -2.963 -0.574 -0.112
C -1.617 -1.257 0.118
C -0.697 -1.103 -1.088
O 0.553 -1.730 -0.860
P 1.879 -0.951 -0.382
O 2.930 -1.935 -0.139
C 2.263 0.253 -1.698
C 3.017 1.376 -1.391
C 3.396 2.248 -2.396
C 3.029 1.994 -3.708
C 2.293 0.862 -4.017
C 1.914 -0.012 -3.013
C 1.389 0.025 1.082
C 0.741 1.250 1.004
C 0.347 1.892 2.165
C 0.600 1.315 3.399
C 1.254 0.095 3.477
C 1.648 -0.548 2.318
H -3.451 -2.556 1.880
H -4.804 -2.453 0.751
H -4.985 -1.875 2.408
H -4.723 0.054 0.935
H -3.292 -0.086 1.956
H -2.783 0.457 -0.425
H -3.494 -1.079 -0.922
H -1.130 -0.820 0.992
H -1.755 -2.322 0.309
H -0.558 -0.042 -1.326
H -1.136 -1.599 -1.961
H 3.303 1.556 -0.364
H 3.982 3.124 -2.158
H 3.325 2.676 -4.492
H 2.018 0.659 -5.042
H 1.352 -0.906 -3.243
H 0.549 1.702 0.040
H -0.160 2.844 2.107
H 0.289 1.820 4.302
H 1.455 -0.350 4.440
H 2.163 -1.498 2.344
*
```

=====

(6)
Computed, not measured: a structure of composition C37H47BN12O6S5SeSr in a non-equilibrium geometry, with wB97M-V/def2-TZVPD.

orbital gap: 6.1 eV
ΔE to the lowest compared entry with this formula, charge and spin: 45.5 kcal/mol
highest occupied orbital energy: -2.14 eV

```
! wB97M-V def2-TZVPD RIJCOSX def2/J DEFGRID3
* xyz -2 1
Sr 0.657 0.209 -1.094
C 2.828 5.999 0.889
C 1.476 5.433 1.318
C 0.581 5.412 0.082
C 0.885 6.300 2.420
N 1.679 4.052 1.862
C 2.939 3.516 2.136
C 2.733 2.280 2.605
N 1.374 2.055 2.663
B 0.851 0.580 2.514
N 1.940 -0.454 3.020
C 1.905 -0.981 4.297
C 2.768 -2.001 4.356
N 3.355 -2.117 3.088
C 2.837 -1.144 2.265
S 3.250 -0.756 0.687
C 4.263 -3.257 2.810
C 5.399 -3.209 3.829
C 3.450 -4.541 2.963
C 4.877 -3.241 1.413
N -0.415 0.291 3.393
C -1.031 1.157 4.263
C -2.224 0.638 4.588
N -2.349 -0.572 3.890
C -1.199 -0.794 3.180
S -0.696 -2.163 2.309
C -3.667 -1.278 3.890
C -3.977 -1.674 5.331
C -4.703 -0.287 3.358
C -3.728 -2.528 3.015
C 0.724 3.153 2.192
S -0.989 3.365 2.126
H 2.631 6.968 0.426
H 3.324 5.363 0.152
H 3.494 6.165 1.738
H 0.506 6.443 -0.276
H -0.411 5.030 0.306
H 1.020 4.802 -0.706
H 0.725 7.311 2.035
H 1.567 6.359 3.273
H -0.067 5.891 2.759
H 3.853 4.015 1.900
H 3.445 1.521 2.880
H 0.638 0.371 1.384
H 1.228 -0.607 5.040
H 2.996 -2.668 5.165
H 5.045 -3.334 4.852
H 5.924 -2.256 3.762
H 6.109 -4.012 3.619
H 3.084 -4.675 3.982
H 4.073 -5.401 2.704
H 2.585 -4.521 2.301
H 5.441 -2.334 1.209
H 4.131 -3.327 0.626
H 5.548 -4.104 1.364
H -0.570 2.083 4.561
H -3.001 1.030 5.215
H -3.976 -0.817 6.006
H -3.237 -2.390 5.690
H -4.963 -2.141 5.374
H -4.842 0.569 4.020
H -5.662 -0.797 3.250
H -4.398 0.080 2.378
H -2.984 -3.269 3.292
H -3.593 -2.308 1.955
H -4.730 -2.943 3.169
N -4.462 -1.346 -7.328
C -4.064 -1.272 -5.983
C -3.862 -0.043 -5.373
C -3.398 0.022 -4.068
C -3.126 -1.140 -3.358
C -3.373 -2.376 -3.949
C -3.832 -2.437 -5.250
S -2.654 -0.950 -1.666
O -2.663 0.482 -1.383
O -3.609 -1.749 -0.921
N -1.162 -1.373 -1.332
C -0.362 -2.344 -1.883
N -0.820 -3.217 -2.804
C 0.061 -4.093 -3.265
C 1.384 -4.152 -2.856
C 1.752 -3.222 -1.899
N 0.915 -2.339 -1.392
H -4.910 -0.516 -7.682
H -4.957 -2.188 -7.578
H -4.036 0.875 -5.925
H -3.244 0.987 -3.603
H -3.208 -3.288 -3.390
H -4.007 -3.402 -5.713
H -0.310 -4.795 -4.007
H 2.083 -4.868 -3.260
H 2.763 -3.169 -1.501
Se -0.639 2.231 -2.645
N -0.181 0.665 -3.347
C -0.387 0.817 -4.684
C -0.122 -0.200 -5.630
C -0.417 0.020 -6.946
C -0.980 1.253 -7.370
C -1.257 2.242 -6.466
C -0.973 2.031 -5.095
N -1.276 2.930 -4.105
H 0.293 -1.139 -5.287
H -0.223 -0.758 -7.674
H -1.188 1.408 -8.422
H -1.686 3.186 -6.776
O 3.571 3.029 -1.513
S 2.338 2.356 -1.850
O 1.384 2.296 -0.672
O 2.524 0.928 -2.270
O 1.590 3.080 -2.939
*
```

=====

(7)
Computed, not measured: a structure of composition C29H28Ge2N2O10STi, with wB97M-V/def2-TZVPD.

expectation value of S²: 0.756
orbital gap (spin up / spin down): 7.2 / 6.6 eV
ΔE to the lowest compared entry with this formula, charge and spin: 34.5 kcal/mol
highest occupied orbital energy (spin up / spin down): -11.93 / -12.23 eV

```
! wB97M-V def2-TZVPD RIJCOSX def2/J DEFGRID3
* xyz 1 2
Ti -0.063 -0.292 -0.178
O 3.370 -1.292 1.592
C 2.357 -0.680 1.429
O 1.716 -0.666 0.243
C 1.719 0.109 2.540
C 2.380 0.092 3.758
C 1.856 0.772 4.831
C 0.671 1.466 4.742
C 0.000 1.476 3.538
C 0.515 0.824 2.404
O -0.105 0.908 1.226
N -1.291 2.181 3.504
O -1.542 2.915 4.435
O -2.051 1.956 2.580
N 2.571 0.747 6.122
O 3.617 0.139 6.162
O 2.083 1.379 7.034
H 3.303 -0.462 3.854
H 0.266 1.984 5.598
C 1.695 -0.330 -5.748
Ge 1.436 -1.271 -4.052
C -0.158 -2.382 -4.098
C 2.999 -2.239 -3.412
Ge 1.208 0.642 -2.489
C 2.801 1.564 -1.955
C 3.914 1.445 -2.789
C 5.092 2.109 -2.484
C 5.176 2.872 -1.328
C 4.082 2.976 -0.476
C 2.898 2.331 -0.788
C -0.460 1.566 -2.232
C -0.669 2.561 -1.260
C -1.916 3.149 -1.127
C -2.951 2.772 -1.972
C -2.755 1.796 -2.948
C -1.530 1.174 -3.055
H 1.819 -1.081 -6.531
H 2.579 0.307 -5.746
H 0.822 0.274 -5.995
H 0.052 -3.206 -4.782
H -1.031 -1.849 -4.473
H -0.398 -2.806 -3.125
H 3.109 -3.146 -4.007
H 2.872 -2.525 -2.368
H 3.910 -1.651 -3.504
H 3.869 0.836 -3.685
H 5.946 2.021 -3.142
H 6.099 3.380 -1.082
H 4.155 3.559 0.433
H 2.063 2.404 -0.104
H 0.139 2.886 -0.622
H -2.078 3.904 -0.369
H -3.922 3.239 -1.870
H -3.569 1.509 -3.600
H -1.397 0.377 -3.777
C -5.332 -2.778 4.416
C -4.525 -2.574 3.166
C -3.889 -1.360 2.913
C -3.159 -1.164 1.754
C -3.072 -2.207 0.837
C -3.699 -3.426 1.057
C -4.419 -3.598 2.222
S -2.102 -2.005 -0.596
O -2.025 -0.526 -0.873
O -2.552 -2.832 -1.655
O -0.643 -2.230 -0.215
H -5.181 -1.967 5.126
H -5.067 -3.718 4.901
H -6.397 -2.824 4.177
H -3.976 -0.549 3.626
H -2.696 -0.205 1.563
H -3.627 -4.218 0.322
H -4.914 -4.544 2.404
*
```

=====

(8)
Computed, not measured: the ion C5H11FN with charge +1 in a non-equilibrium geometry, with wB97M-V/def2-TZVPD.

expectation value of S²: 2.006
orbital gap (spin up / spin down): 6.2 / 10.0 eV
ΔE to the lowest compared entry with this formula, charge and spin: 18.7 kcal/mol
highest occupied orbital energy (spin up / spin down): -9.99 / -16.28 eV

```
! wB97M-V def2-TZVPD RIJCOSX def2/J DEFGRID3
* xyz 1 3
C -1.655 0.769 1.472
C -0.387 0.868 0.968
C 0.226 0.838 -1.369
C 1.637 -0.568 0.150
C 0.241 -0.055 -0.171
N -0.564 -1.303 -0.447
F 0.500 1.762 1.435
H -1.899 1.663 1.999
H -2.267 -0.071 1.365
H 0.589 0.370 -2.200
H 0.660 1.768 -1.146
H -0.906 1.105 -1.465
H 2.146 -1.196 -0.596
H 1.699 -1.186 1.155
H 2.319 0.204 0.307
H -0.505 -1.987 0.301
H -0.202 -1.749 -1.259
H -1.633 -1.233 -0.499
*
```